The following is a quantum chemistry calculation of an isolated ion of composition C3H7N4 and charge +1 at a distorted geometry, from the OMol25 dataset.

Geometry (Å):
C1 1.77847 0.93809 -0.43170
C2 0.30607 0.63551 -0.48244
C3 -1.58494 -0.39122 0.75483
N1 2.60922 0.05899 -0.06670
N2 3.02096 -0.88046 0.54357
N3 -0.21605 0.14104 0.54321
N4 -2.35025 -0.04847 -0.32374
H1 2.24454 1.86783 -0.61214
H2 -0.00278 0.95314 -1.47823
H3 -2.06130 -0.04747 1.70132
H4 -1.34687 -1.45884 0.91759
H5 3.35592 -1.78781 0.17145
H6 -2.96601 0.79956 -0.19677
H7 -2.78698 -0.77989 -1.04027

Properties
Total charge: +1
2S+1: 3
Lowest unoccupied orbital energy (spin up / spin down), eV: -4.267 / -8.038
HOMO energy (spin up / spin down), eV: -11.20 / -13.34
Kohn-Sham gap (spin up / spin down), eV: 6.9 / 5.3

Want to see where the charge sits? The Löwdin charges in e are: atom 1 (C): -0.08, atom 2 (C): -0.06, atom 3 (C): -0.28, atom 4 (N): -0.08, atom 5 (N): 0.14, atom 6 (N): 0.22, atom 7 (N): 0.09, atom 8 (H): 0.11, atom 9 (H): 0.14, atom 10 (H): 0.15, atom 11 (H): 0.15, atom 12 (H): 0.13, atom 13 (H): 0.15, atom 14 (H): 0.20

The following is a quantum chemistry calculation of an isolated ion of composition C3H7N4O and charge +1 at a distorted geometry, from the OMol25 dataset.

Geometry (Å):
C1 0.98930 -0.91530 -0.66104
C2 0.14070 -0.00397 0.34986
C3 -1.33119 0.38521 0.03811
N1 0.38983 -1.88555 -1.15233
N2 -2.27436 -0.78054 -0.04167
N3 -1.76886 -1.96411 -0.18705
N4 2.25697 -0.62222 -0.68706
O1 -2.43991 -2.95573 -0.24363
H1 0.12698 -0.62638 1.22240
H2 0.72084 0.96043 0.57508
H3 -1.71056 0.77356 0.97254
H4 -1.40747 1.15212 -0.75578
H5 -3.21652 -0.54936 0.21192
H6 2.76412 0.11695 -0.18932
H7 3.05779 -1.24030 -1.04141

Properties
Total charge: +1
Lowest unoccupied orbital energy (spin up / spin down), eV: -5.883 / -7.457
HOMO energy (spin up / spin down), eV: -14.56 / -14.12
Kohn-Sham gap (spin up / spin down), eV: 8.7 / 6.7

Want to see where the charge sits? The Löwdin charges in e are: atom 1 (C): -0.51, atom 2 (C): -0.06, atom 3 (C): -0.10, atom 4 (N): 0.32, atom 5 (N): 0.08, atom 6 (N): -0.06, atom 7 (N): 0.15, atom 8 (O): 0.16, atom 9 (H): 0.11, atom 10 (H): 0.15, atom 11 (H): 0.12, atom 12 (H): 0.14, atom 13 (H): 0.18, atom 14 (H): 0.14, atom 15 (H): 0.18

The following is a quantum chemistry calculation of an isolated ion of composition C3H7N4O and charge +1 at a distorted geometry, from the OMol25 dataset.

Geometry (Å):
C1 1.11271 -0.17650 -0.27121
C2 0.31511 0.17324 0.90605
C3 -1.12994 0.74096 0.53867
N1 0.74499 -0.55785 -1.43311
N2 -1.88452 -0.18591 -0.34825
N3 -1.25080 -0.94733 -1.18140
N4 2.44802 -0.07366 -0.06740
O1 -1.68041 -1.73885 -1.93870
H1 0.12341 -0.75135 1.36739
H2 0.88487 0.79345 1.60651
H3 -1.43934 0.77659 1.53469
H4 -1.17673 1.60373 -0.10962
H5 -2.91968 -0.13598 -0.45035
H6 2.64669 0.58391 0.68423
H7 3.20562 -0.10445 -0.83749

Properties
Total charge: +1
Lowest unoccupied orbital energy (spin up / spin down), eV: -5.910 / -5.905
HOMO energy (spin up / spin down), eV: -14.84 / -14.84
Kohn-Sham gap (spin up / spin down), eV: 8.9 / 8.9

Want to see where the charge sits? The Löwdin charges in e are: atom 1 (C): -0.50, atom 2 (C): -0.07, atom 3 (C): -0.05, atom 4 (N): 0.34, atom 5 (N): 0.09, atom 6 (N): -0.13, atom 7 (N): 0.16, atom 8 (O): 0.16, atom 9 (H): 0.12, atom 10 (H): 0.14, atom 11 (H): 0.11, atom 12 (H): 0.13, atom 13 (H): 0.21, atom 14 (H): 0.11, atom 15 (H): 0.18

The following is a quantum chemistry calculation of an isolated ion of composition C3H7N4O2 and charge +1 at a distorted geometry, from the OMol25 dataset.

Geometry (Å):
C1 -0.01594 1.02176 0.47313
C2 0.90262 0.74840 -0.64860
C3 0.40694 -0.63298 -1.06469
N1 -0.58836 -0.02463 0.88026
N2 -0.98951 -2.19346 0.02617
N3 -0.15594 2.24708 1.17322
N4 -0.13679 -1.10965 0.15430
O1 0.06126 2.18150 2.34014
O2 -0.49119 3.20298 0.58637
H1 0.87141 1.58856 -1.41106
H2 2.01784 0.80100 -0.28346
H3 -0.47608 -0.46896 -1.69706
H4 1.04751 -1.39957 -1.43385
H5 -1.39745 -2.60720 0.82441
H6 -1.73959 -1.97215 -0.64860
H7 0.68326 -1.38267 0.72931

Properties
Total charge: +1
Lowest unoccupied orbital energy, eV: -4.894
HOMO energy, eV: -15.61
Kohn-Sham gap, eV: 10.7

Want to see where the charge sits? The Löwdin charges in e are: atom 1 (C): -0.19, atom 2 (C): -0.03, atom 3 (C): -0.07, atom 4 (N): 0.23, atom 5 (N): 0.16, atom 6 (N): -0.39, atom 7 (N): -0.22, atom 8 (O): 0.18, atom 9 (O): 0.19, atom 10 (H): 0.17, atom 11 (H): 0.19, atom 12 (H): 0.16, atom 13 (H): 0.15, atom 14 (H): 0.12, atom 15 (H): 0.14, atom 16 (H): 0.23

The following is a quantum chemistry calculation of an isolated ion of composition C3H7N4S and charge +1 at a distorted geometry, from the OMol25 dataset.

Geometry (Å):
C1 -0.87301 0.89328 0.66686
C2 -0.94884 -0.38799 -0.26261
C3 0.24346 1.59499 1.18007
N1 -2.06284 1.40981 0.49631
N2 -2.17874 -0.33422 -0.79233
N3 -2.77827 0.61915 -0.29242
N4 0.14132 -0.72387 -1.27148
S1 -0.91604 -1.84728 0.92327
H1 0.25655 1.40578 2.25936
H2 -0.05172 2.63904 1.10711
H3 1.14578 1.09909 0.88467
H4 0.83905 -1.11682 -0.75944
H5 0.60376 -0.13286 -2.00450
H6 -0.41059 -1.50081 -1.73454
H7 -1.34949 -2.83163 -0.00726

Properties
Total charge: +1
Lowest unoccupied orbital energy, eV: -5.435
HOMO energy, eV: -14.57
Kohn-Sham gap, eV: 9.1

Want to see where the charge sits? The Löwdin charges in e are: atom 1 (C): -0.29, atom 2 (C): -0.74, atom 3 (C): 0.00, atom 4 (N): 0.11, atom 5 (N): 0.01, atom 6 (N): 0.04, atom 7 (N): 0.23, atom 8 (S): 0.88, atom 9 (H): 0.12, atom 10 (H): 0.12, atom 11 (H): 0.09, atom 12 (H): 0.08, atom 13 (H): 0.21, atom 14 (H): 0.18, atom 15 (H): -0.04

The following is a quantum chemistry calculation of C3H7N5 as an isolated structure at a distorted geometry, from the OMol25 dataset.

Geometry (Å):
C1 -0.31314 1.46355 0.76917
C2 0.30345 0.43851 0.08720
C3 1.51642 -1.71845 -0.85938
H1 -1.85256 2.75231 -0.59121
H2 -2.15702 1.01067 0.13686
H3 -0.33728 1.12904 1.76933
H4 -0.08069 2.55037 1.02628
H5 2.05050 -2.79226 -1.02654
H6 -0.35349 -2.33121 -1.41659
H7 -0.53104 -1.10712 0.90600
N1 -1.68953 1.79393 0.30605
N2 1.54899 0.37847 -0.11105
N3 2.28696 -0.81745 -0.40317
N4 0.10858 -2.03472 -0.61086
N5 -0.50014 -0.71563 0.01790

Properties
Total charge: 0
Lowest unoccupied orbital energy, eV: 0.397
HOMO energy, eV: -9.14
Kohn-Sham gap, eV: 9.5

Want to see where the charge sits? The Löwdin charges in e are: atom 1 (C): -0.26, atom 2 (C): -0.44, atom 3 (C): -0.24, atom 4 (H): 0.23, atom 5 (H): -0.05, atom 6 (H): 0.11, atom 7 (H): 0.15, atom 8 (H): 0.14, atom 9 (H): 0.07, atom 10 (H): 0.09, atom 11 (N): -0.04, atom 12 (N): 0.07, atom 13 (N): 0.03, atom 14 (N): 0.06, atom 15 (N): 0.07

The following is a quantum chemistry calculation of C3H7N5 as an isolated structure at a distorted geometry, from the OMol25 dataset.

Geometry (Å):
N1 -0.24912 1.51938 0.44891
C1 -0.84759 0.68343 -0.46912
C2 0.21076 0.08558 0.46288
C3 0.78613 -0.33847 -0.79512
N2 -2.23691 0.48417 -0.46233
N3 0.72927 -0.10333 1.77597
N4 1.87113 -1.12137 -0.97232
N5 -0.10197 0.17323 -1.57536
H1 -0.85717 1.63886 1.25461
H2 -2.48042 -0.02494 -1.31003
H3 -2.72285 1.37301 -0.37643
H4 1.67082 -0.48303 1.77366
H5 0.13855 -0.67069 2.37220
H6 1.96277 -1.47940 -1.91519
H7 2.12659 -1.73644 -0.21232

Properties
Total charge: 0
Lowest unoccupied orbital energy, eV: 0.783
HOMO energy, eV: -7.09
Kohn-Sham gap, eV: 7.9

Want to see where the charge sits? The Löwdin charges in e are: atom 1 (N): 0.15, atom 2 (C): -0.56, atom 3 (C): -0.37, atom 4 (C): -0.38, atom 5 (N): 0.13, atom 6 (N): 0.08, atom 7 (N): 0.17, atom 8 (N): 0.15, atom 9 (H): 0.11, atom 10 (H): 0.09, atom 11 (H): 0.09, atom 12 (H): 0.07, atom 13 (H): 0.07, atom 14 (H): 0.11, atom 15 (H): 0.10

The following is a quantum chemistry calculation of one molecule with the formula C3H7N5 at a distorted geometry, from the OMol25 dataset.

Geometry (Å):
C1 1.94800 -0.21261 -0.82881
C2 1.26162 -1.14907 0.18809
C3 -2.01377 -0.31104 1.54551
H1 2.45053 1.61201 -2.24161
H2 0.79977 2.43323 -2.37838
H3 2.88736 -0.42299 -1.09174
H4 1.70514 -2.15306 0.28442
H5 -0.55685 0.65051 0.06493
H6 -1.98500 -1.03784 2.29966
H7 -3.02690 0.65114 0.33601
N1 1.46857 1.49300 -2.10033
N2 0.99296 0.61589 -1.32749
N3 0.17633 -1.15171 0.80318
N4 -0.72861 0.04688 1.00220
N5 -3.25912 0.18213 1.23643

Properties
Total charge: 0
Lowest unoccupied orbital energy, eV: 0.121
HOMO energy, eV: -8.51
Kohn-Sham gap, eV: 8.6

Want to see where the charge sits? The Löwdin charges in e are: atom 1 (C): -0.07, atom 2 (C): -0.21, atom 3 (C): -0.26, atom 4 (H): 0.09, atom 5 (H): 0.21, atom 6 (H): 0.05, atom 7 (H): 0.10, atom 8 (H): 0.14, atom 9 (H): 0.07, atom 10 (H): 0.01, atom 11 (N): -0.05, atom 12 (N): -0.08, atom 13 (N): 0.01, atom 14 (N): -0.03, atom 15 (N): 0.03

These records have relative energy (zero: lowest compared OMol25 entry of this formula, charge and spin) values of 66.27; 150.13; 133.83; 147.20; 82.85; 151.28; 88.54; 125.48 kcal/mol, in the order they appear.
These records have M values of 99.117; 115.116; 115.116; 131.115; 131.184; 113.124; 113.124; 113.124 g/mol, in the order they appear.